[1]
The following is a DFT calculation (ωB97M-V with the def2-TZVPD basis set) of a cluster of 11 separate species, C29H56Cl20N2O7 in total at a distorted geometry.

Geometry as XYZ:
```
114
Properties=species:S:1:pos:R:3
C 2.3931 -0.5751 2.8335
C 1.6178 -1.1815 1.6742
O 2.3191 -0.8816 0.4721
C 0.1917 -0.6222 1.5617
O -0.1499 0.1518 2.7111
C -1.2820 0.9490 2.5623
C -0.8029 2.3852 2.6697
O 0.0309 2.5863 1.5307
N -0.8376 2.8875 0.4648
O -0.5358 2.2938 -0.4945
O -2.1635 0.6942 3.6318
C -2.6357 -0.5908 3.6418
O -1.9988 -1.5114 4.1306
C -4.0183 -0.8541 3.0697
C -3.9669 -1.2381 1.5756
C -4.2908 -0.0760 0.6521
N -3.4360 0.2828 -0.4016
O -5.3333 0.5364 0.8047
H 3.1987 -1.2589 3.0629
H 1.8156 -0.4457 3.7333
H 2.8441 0.3422 2.4838
H 1.5576 -2.2519 1.8066
H 2.0891 0.0216 0.2468
H -0.4987 -1.4664 1.4961
H 0.0533 -0.0571 0.6471
H -1.7671 0.7727 1.6061
H -1.6174 3.0966 2.7198
H -0.2120 2.4228 3.5726
H -4.6816 -0.0211 3.2578
H -4.3686 -1.7145 3.6108
H -2.9807 -1.6195 1.3413
H -4.6739 -2.0350 1.4169
H -3.2475 1.2715 -0.2715
H -2.5296 -0.1723 -0.3504
Cl -0.5229 -0.5649 -2.4147
C 0.1737 0.9283 -3.1006
C 1.1443 0.6517 -4.2173
Cl 2.6384 -0.1330 -3.6247
H 0.6473 1.4725 -2.2925
H -0.6596 1.5225 -3.4710
H 1.4407 1.5912 -4.6811
H 0.7091 0.0152 -4.9869
Cl 1.6277 1.9620 5.1529
C 1.4245 0.8236 6.5140
C 0.0518 0.1976 6.4997
Cl -1.2268 1.3846 6.8754
H 1.6142 1.3633 7.4378
H 2.1863 0.0527 6.4046
H -0.0048 -0.5799 7.2567
H -0.1754 -0.2445 5.5309
Cl 1.2561 1.2112 -8.8431
C 0.6023 -0.4362 -8.6446
C -0.8323 -0.4243 -8.1877
Cl -1.0007 0.1778 -6.5159
H 1.2409 -0.9667 -7.9426
H 0.6826 -0.9277 -9.6155
H -1.2311 -1.4374 -8.1996
H -1.4527 0.1962 -8.8287
Cl 4.4224 -3.2618 3.1541
C 6.0626 -2.8030 2.6381
C 6.9967 -2.6585 3.8073
Cl 6.5668 -1.2517 4.8166
H 5.9887 -1.8762 2.0744
H 6.4179 -3.5847 1.9694
H 8.0123 -2.4992 3.4492
H 6.9872 -3.5440 4.4376
Cl 8.3330 -0.9681 9.9154
C 7.7941 -2.5979 9.4375
C 6.8416 -2.5630 8.2704
Cl 5.2690 -1.8402 8.7022
H 7.3411 -3.0685 10.3061
H 8.6856 -3.1603 9.1654
H 6.6405 -3.5782 7.9314
H 7.2527 -1.9985 7.4382
Cl -3.0677 4.8020 -1.5492
C -4.4772 4.3892 -2.5693
C -4.6186 2.9065 -2.7766
Cl -3.3293 2.2326 -3.8020
H -4.3780 4.9166 -3.5102
H -5.3577 4.7680 -2.0526
H -5.5604 2.6957 -3.2813
H -4.6105 2.3712 -1.8307
Cl -3.8837 -0.4364 -5.4900
C -5.4229 -0.5323 -4.6070
C -6.2050 -1.7735 -4.9478
Cl -6.8233 -1.7450 -6.6211
H -5.9923 0.3680 -4.8273
H -5.1773 -0.5337 -3.5445
H -7.0707 -1.8538 -4.2926
H -5.5989 -2.6676 -4.8307
Cl -6.2796 5.2809 -5.3157
C -5.5480 6.7818 -5.9415
C -4.5581 6.5047 -7.0413
Cl -3.1068 5.6726 -6.4296
H -5.0803 7.3006 -5.1085
H -6.3608 7.3994 -6.3188
H -4.2284 7.4440 -7.4818
H -4.9946 5.8899 -7.8238
Cl 2.0673 -1.4918 8.7889
C 1.8285 -2.6155 10.1487
C 0.4545 -3.2321 10.1353
Cl -0.8199 -2.0384 10.4902
H 2.0138 -2.0694 11.0696
H 2.5842 -3.3939 10.0531
H 0.3923 -4.0032 10.9011
H 0.2315 -3.6830 9.1720
Cl 2.0397 -2.5759 -10.6518
C 3.6638 -2.3220 -11.3442
C 4.7353 -2.3729 -10.2874
Cl 4.6411 -0.9842 -9.1769
H 3.6603 -1.3678 -11.8636
H 3.8274 -3.1118 -12.0752
H 5.7156 -2.3408 -10.7596
H 4.6664 -3.2817 -9.6955
```

## Properties
- Charge: 0
- Multiplicity: 1
- HOMO: -9.723 eV
- Electronic energy: -298741.4061 eV
- F_max: 2.296 eV/A
- SMILES string: C[C@H](O)CO[C@H](CON=O)OC(=O)CCC(N)=O.ClCCCl.ClCCCl.ClCCCl.ClCCCl.ClCCCl.ClCCCl.ClCCCl.ClCCCl.ClCCCl.ClCCCl
- Kohn-Sham gap: 9.47 eV


[2]
The following is a DFT calculation (ωB97M-V with the def2-TZVPD basis set) of a cluster of 7 separate species, C29H57BrNO8 in total.

Geometry as XYZ:
```
96
Properties=species:S:1:pos:R:3
O 7.9699 -7.6089 1.6542
C 8.3153 -7.5449 0.4447
O 8.5533 -8.4880 -0.3246
C 8.4082 -6.1305 -0.1728
N 7.1110 -5.7009 -0.7095
C 6.1638 -5.3503 0.3552
C 4.8227 -6.0636 0.2108
C 4.9297 -7.5834 0.1753
Br 4.3162 -8.3585 -1.5226
H 8.8159 -5.4315 0.5731
H 9.1038 -6.1964 -1.0081
H 7.2727 -4.8733 -1.2662
H 5.9508 -4.2760 0.2881
H 6.5933 -5.4865 1.3442
H 4.3642 -5.6984 -0.7061
H 4.1859 -5.7636 1.0371
H 4.2900 -8.0183 0.9341
H 5.9335 -7.9589 0.3461
C 2.9464 -3.1168 4.3167
C 4.3664 -3.0274 4.8636
C 5.0459 -4.1858 4.1446
O 4.3888 -4.3224 2.8820
C 3.1920 -3.5365 2.8780
H 2.3828 -2.1899 4.3925
H 2.3927 -3.8974 4.8454
H 4.8218 -2.0796 4.5643
H 4.4292 -3.1069 5.9488
H 4.9275 -5.1234 4.6979
H 6.1100 -4.0172 3.9773
H 3.3518 -2.6660 2.2323
H 2.3726 -4.1265 2.4659
C -1.4516 -1.6387 1.2580
C -1.4982 -0.5030 2.2738
C -0.5503 -1.0095 3.3527
O 0.4276 -1.8109 2.6921
C 0.0065 -2.0669 1.3445
H -1.7491 -1.3439 0.2538
H -2.1040 -2.4543 1.5807
H -1.1027 0.4112 1.8244
H -2.4977 -0.2904 2.6529
H -1.0774 -1.6363 4.0815
H -0.0501 -0.2004 3.8897
H 0.6350 -1.4750 0.6710
H 0.1536 -3.1229 1.1165
C 1.9539 3.1349 1.6685
C 1.3369 3.6011 0.3520
C 1.9123 2.5924 -0.6303
O 2.0923 1.3741 0.0950
C 1.9423 1.6228 1.4936
H 1.4054 3.4625 2.5514
H 2.9818 3.4971 1.7519
H 0.2523 3.5061 0.3927
H 1.5762 4.6270 0.0907
H 2.8886 2.9167 -1.0080
H 1.2558 2.4094 -1.4824
H 0.9881 1.1925 1.8165
H 2.7452 1.1256 2.0388
C -5.1782 1.1357 -2.1585
C -4.8351 0.0801 -3.2039
C -3.4843 -0.4198 -2.7107
O -3.5005 -0.2898 -1.2862
C -4.6240 0.5008 -0.8896
H -6.2401 1.3615 -2.0923
H -4.6497 2.0647 -2.3798
H -5.5692 -0.7288 -3.1730
H -4.7975 0.4661 -4.2215
H -2.6645 0.1908 -3.1045
H -3.2958 -1.4611 -2.9734
H -5.3623 -0.1621 -0.4240
H -4.3044 1.2360 -0.1492
C -2.3094 5.3942 -2.7660
C -2.3483 6.5466 -1.7683
C -1.4045 6.0454 -0.6843
O -0.4333 5.2265 -1.3384
C -0.8550 4.9558 -2.6782
H -2.6055 5.6757 -3.7757
H -2.9665 4.5881 -2.4295
H -1.9478 7.4531 -2.2282
H -3.3457 6.7696 -1.3906
H -1.9360 5.4304 0.0512
H -0.8967 6.8535 -0.1561
H -0.2234 5.5320 -3.3630
H -0.7179 3.8951 -2.8916
C -7.5887 6.1186 -2.8077
C -8.6838 5.1390 -2.3979
C -8.1987 3.8468 -3.0403
O -6.7701 3.9124 -3.0541
C -6.3485 5.2397 -2.7352
H -7.5221 6.9977 -2.1685
H -7.7524 6.4547 -3.8341
H -8.7033 5.0345 -1.3107
H -9.6799 5.4279 -2.7294
H -8.5509 3.7588 -4.0736
H -8.5123 2.9575 -2.4916
H -5.9263 5.2309 -1.7234
H -5.5682 5.5479 -3.4326
```

## Properties
- Charge: -1
- Multiplicity: 1
- HOMO: -3.850 eV
- Electronic energy: -118908.6596 eV
- F_max: 0.743 eV/A
- Kohn-Sham gap: 5.22 eV


[3]
The following is a DFT calculation (ωB97M-V with the def2-TZVPD basis set) of a structure of composition C29H57NO2P2Pb at a distorted geometry.

Geometry as XYZ:
```
92
Properties=species:S:1:pos:R:3
Pb -0.1258 0.1081 0.1459
C 2.4532 -0.6915 -0.7165
O 3.4809 -0.6152 -1.2147
C -2.8421 0.2733 0.5870
O -3.9608 0.5264 0.6018
P 0.1465 2.7042 -1.1479
C -0.2333 2.6781 -2.9614
H -0.3269 3.7379 -3.2504
C -1.1557 3.8330 -0.4370
H -2.0451 3.1738 -0.4476
C 1.7980 3.5477 -1.0794
H 2.4482 2.8013 -1.5729
C 1.5281 -3.6085 1.1726
P 0.0376 -2.7954 0.4022
H -0.4758 -4.6808 -0.9567
H 2.3336 -3.3765 0.4557
C -1.3819 -3.5070 1.3896
H -1.1953 -4.5938 1.3728
C -0.8708 4.2179 1.0183
H -1.8076 4.5703 1.4760
H -0.1520 5.0483 1.0798
H -0.5004 3.3799 1.6281
C -1.4808 5.0665 -1.2813
H -0.6612 5.7964 -1.2749
H -2.3613 5.5540 -0.8391
H -1.7352 4.8229 -2.3193
C 1.8629 4.8421 -1.8876
H 1.4506 4.7417 -2.8979
H 2.9215 5.1176 -1.9979
H 1.3613 5.6701 -1.3706
C 2.3250 3.7455 0.3448
H 3.3936 4.0006 0.2856
H 2.2300 2.8392 0.9576
H 1.8184 4.5745 0.8573
C 0.9060 2.0596 -3.7849
H 1.6913 2.7933 -4.0070
H 0.5041 1.7145 -4.7471
H 1.3731 1.2006 -3.2867
C -1.5730 1.9888 -3.2393
H -1.5955 0.9616 -2.8508
H -1.7115 1.9399 -4.3284
H -2.4225 2.5436 -2.8206
C 1.3805 -5.1301 1.2602
H 1.0881 -5.5904 0.3099
H 0.6552 -5.4222 2.0308
H 2.3519 -5.5568 1.5456
C 1.9390 -3.0191 2.5262
H 1.3185 -3.3999 3.3468
C -1.1500 -3.0435 -2.1861
H 1.9106 -1.9226 2.5464
H 2.9753 -3.3264 2.7332
C 1.2483 -3.8068 -1.9173
H -1.1108 -1.9470 -2.2131
H -0.9617 -3.3900 -3.2125
H -2.1739 -3.3284 -1.9249
C -0.1190 -3.6738 -1.2354
H 1.0988 -4.1282 -2.9563
H 1.8848 -4.5571 -1.4339
H 1.7753 -2.8438 -1.9232
C -2.7355 -3.2242 0.7307
H -2.8755 -2.1565 0.5018
H -3.5317 -3.5212 1.4257
H -2.8702 -3.8105 -0.1832
C -1.3659 -3.0141 2.8422
H -1.2146 -1.9227 2.8959
H -0.5901 -3.4993 3.4449
H -2.3318 -3.2416 3.3152
H 0.5103 -0.5952 -2.0779
H 0.0245 -0.0334 -2.2794
C -1.2882 0.4989 5.8014
N -1.8049 0.3427 4.4139
C -3.2895 0.1784 4.4415
C -1.3559 1.4503 3.4567
C 0.1383 1.4051 3.2758
C 0.9463 2.0436 4.2374
C 2.3281 1.8633 4.2390
C 2.9301 1.1086 3.2370
C 2.1318 0.5619 2.2248
C 0.7508 0.7309 2.2134
H -1.6065 1.4718 6.1887
H -0.2013 0.4244 5.8050
H -1.7175 -0.3010 6.4117
H -1.3888 -0.5263 4.0330
H -3.7306 1.0850 4.8715
H -3.6656 0.0263 3.4252
H -3.5305 -0.6920 5.0624
H -1.9126 1.2994 2.5214
H -1.7048 2.3894 3.9128
H 0.4729 2.6649 5.0053
H 2.9350 2.3124 5.0256
H 4.0076 0.9352 3.2287
H 2.6302 -0.0019 1.4274
```

## Properties
- Charge: +4
- Multiplicity: 1
- HOMO: -20.504 eV
- Electronic energy: -60364.4067 eV
- Energy relative to the best compared isomer or geometry (same formula, charge and spin): 0.0 kcal/mol
- F_max: 3.956 eV/A
- Kohn-Sham gap: 5.49 eV


[4]
The following is a DFT calculation (ωB97M-V with the def2-TZVPD basis set) of a cluster of 4 separate species, C29H57O15P3 in total at a distorted geometry.

Geometry as XYZ:
```
104
Properties=species:S:1:pos:R:3
C 2.6219 1.0978 0.7356
C 2.7943 -0.4142 1.1677
C 4.0073 -1.2021 0.8256
C 4.1488 -2.6183 1.2007
C 3.1193 -3.3379 1.9653
C 1.9174 -2.5691 2.3205
C 1.7586 -1.1500 1.9199
C 0.3790 -0.4974 2.3519
C -0.7536 -1.4437 1.7297
C -1.9852 -0.7508 1.0013
O -3.0281 -1.6469 1.4775
C -2.6486 -1.8600 2.8098
O -3.2224 -1.6680 3.8221
O -1.3147 -2.3680 2.6985
H 2.3544 1.1630 -0.3583
H 3.5873 1.6320 0.9641
H 1.8228 1.6028 1.3453
H 4.8283 -0.6983 0.2659
H 5.0657 -3.1686 0.8922
H 3.1850 -4.4073 2.2640
H 1.1047 -3.0921 2.8738
H 0.2766 0.5558 1.9770
H 0.3071 -0.4665 3.4739
H -0.2153 -1.9518 0.8779
H -1.8510 -1.0612 -0.0734
H -2.1635 0.3468 1.1131
C -2.2061 -5.3341 0.3801
C -0.8884 -5.2987 -0.3719
O -1.0632 -5.6932 -1.7282
P -1.6795 -4.5946 -2.7864
O -0.4226 -3.7701 -2.9824
O -1.4963 -5.4819 -4.1756
C -0.8799 -4.9045 -5.3272
C 0.5599 -5.3631 -5.4376
O -3.1696 -5.3680 -2.6085
C -4.2307 -4.9908 -3.5020
C -4.3875 -6.0191 -4.6087
H -2.8874 -4.5649 0.0065
H -2.0480 -5.1622 1.4470
H -2.7031 -6.2967 0.2460
H -0.4342 -4.3037 -0.3207
H -0.1893 -6.0055 0.0791
H -0.9557 -3.8160 -5.3086
H -1.4380 -5.2475 -6.2034
H 1.1230 -5.1473 -4.5292
H 1.0565 -4.8778 -6.2808
H 0.6021 -6.4449 -5.5831
H -4.0612 -3.9908 -3.9103
H -5.1466 -4.9593 -2.9081
H -3.6757 -5.8378 -5.4140
H -5.3870 -5.9657 -5.0440
H -4.2069 -7.0298 -4.2390
C 3.8892 1.4134 4.0756
C 4.2454 1.7172 5.5189
O 4.9914 2.9260 5.6232
P 4.1848 4.3578 5.5470
O 3.5849 4.3602 6.9362
O 5.4542 5.3653 5.8896
C 5.3257 6.3764 6.8902
C 5.9832 5.9264 8.1787
O 4.6300 4.4762 3.9246
C 4.3805 5.7216 3.2515
C 5.6572 6.5380 3.1494
H 3.1793 2.1482 3.6853
H 3.4378 0.4226 3.9887
H 4.7768 1.4548 3.4410
H 3.3468 1.7718 6.1412
H 4.8753 0.9186 5.9151
H 4.2797 6.6451 7.0443
H 5.8327 7.2714 6.5176
H 5.5880 4.9696 8.5206
H 5.8361 6.6678 8.9671
H 7.0560 5.7863 8.0270
H 3.5883 6.2845 3.7517
H 4.0316 5.4728 2.2470
H 5.8379 7.0966 4.0677
H 5.5843 7.2654 2.3388
H 6.5251 5.8974 2.9844
C -2.7718 -0.7019 -5.8901
C -1.8772 0.2790 -5.1533
O -2.6133 1.4114 -4.7053
P -3.5268 1.2700 -3.3393
O -2.3735 1.3651 -2.3498
O -3.9628 2.8647 -3.2234
C -3.8115 3.5694 -1.9903
C -2.5646 4.4295 -2.0270
O -4.8665 1.0558 -4.3418
C -6.1700 1.0845 -3.7340
C -6.8350 2.4307 -3.9617
H -3.4940 -1.1593 -5.2080
H -2.1793 -1.4984 -6.3460
H -3.3425 -0.1948 -6.6702
H -1.3746 -0.2032 -4.3091
H -1.1061 0.6468 -5.8327
H -3.8015 2.8812 -1.1437
H -4.6901 4.2095 -1.8696
H -1.6769 3.8435 -2.2671
H -2.4081 4.9243 -1.0659
H -2.6549 5.1936 -2.8024
H -6.1101 0.8463 -2.6690
H -6.7612 0.3048 -4.2187
H -6.5002 3.1612 -3.2252
H -7.9184 2.3457 -3.8619
H -6.5922 2.8310 -4.9475
```

## Properties
- Charge: 0
- Multiplicity: 1
- HOMO: -8.853 eV
- Electronic energy: -89572.6660 eV
- F_max: 9.242 eV/A
- SMILES string: Cc1ccccc1C[C@@H]1COC(=O)O1.CCOP(=O)(OCC)OCC.CCOP(=O)(OCC)OCC.CCOP(=O)(OCC)OCC
- Kohn-Sham gap: 7.19 eV